1.
{
  "formula": "C31H26BFN2O10S",
  "method": "wB97M-V/def2-TZVPD",
  "smiles": "C[C@@H](F)C[C@](C#N)(B(O)O)[C@@H](S)C#N.O=C1C=CC(=O)C=C1.O=C1C=CC(=O)C=C1.O=C1C=CC(=O)C=C1.O=C1C=CC(=O)C=C1",
  "total_energy_ev": -70249.744,
  "homo_lumo_gap_ev": 8.02,
  "e_homo_ev": -9.804,
  "symbols": ["C", "C", "F", "C", "C", "C", "N", "B", "O", "O", "C", "S", "C", "N", "H", "H", "H", "H", "H", "H", "H", "H", "H", "H", "C", "C", "C", "O", "C", "C", "C", "O", "H", "H", "H", "H", "C", "C", "C", "O", "C", "C", "C", "O", "H", "H", "H", "H", "C", "C", "C", "O", "C", "C", "C", "O", "H", "H", "H", "H", "C", "C", "C", "O", "C", "C", "C", "O", "H", "H", "H", "H"],
  "xyz": [[-2.06000, 2.74931, 2.84597], [-1.99872, 2.12563, 1.44214], [-3.11801, 2.53869, 0.75448], [-0.74523, 2.53362, 0.72028], [-0.72353, 2.16199, -0.78127], [-1.44676, 0.89886, -0.90810], [-1.97129, -0.13429, -0.87629], [0.76322, 1.87344, -1.34636], [1.80416, 1.79750, -0.44296], [1.06161, 1.68747, -2.66205], [-1.52518, 3.27934, -1.56061], [-0.42550, 4.40162, -2.47956], [-2.58144, 2.74227, -2.39581], [-3.42442, 2.30345, -3.06538], [-2.35789, 1.97575, 3.54125], [-2.85188, 3.48588, 2.83236], [-1.14106, 3.21743, 3.13398], [-1.99459, 1.05337, 1.56594], [-0.60553, 3.60673, 0.77566], [0.08337, 2.10664, 1.25382], [2.10239, 0.88298, -0.45599], [0.63665, 0.89787, -3.02339], [-2.03644, 3.86832, -0.82070], [-1.33533, 5.07685, -3.19763], [3.11425, 0.10818, 5.34857], [2.60007, 1.18014, 4.75360], [1.32191, 1.09521, 4.00996], [0.83553, 2.06376, 3.45939], [0.63853, -0.21503, 3.94238], [1.14911, -1.29206, 4.53664], [2.42813, -1.20971, 5.28849], [2.89969, -2.18288, 5.83388], [4.04543, 0.14090, 5.89976], [3.07963, 2.15035, 4.78426], [-0.28533, -0.24105, 3.39072], [0.66943, -2.25723, 4.50359], [-4.62504, -1.66077, 2.11987], [-3.30380, -1.65420, 2.27324], [-2.67966, -2.02194, 3.56729], [-1.47144, -2.00979, 3.70542], [-3.57702, -2.39931, 4.68398], [-4.89830, -2.40721, 4.53215], [-5.52728, -2.03913, 3.23754], [-6.72899, -2.04806, 3.09959], [-5.10143, -1.39461, 1.18489], [-2.62918, -1.38263, 1.46893], [-3.09802, -2.66390, 5.61817], [-5.57271, -2.67886, 5.33392], [4.54313, 0.37785, -6.93641], [3.90400, -0.39002, -6.05869], [3.33848, 0.18312, -4.81353], [2.74908, -0.50082, -4.00409], [3.50189, 1.63506, -4.58114], [4.13971, 2.40435, -5.46052], [4.71095, 1.83701, -6.70672], [5.29150, 2.53292, -7.51029], [4.96636, -0.01556, -7.85181], [3.76769, -1.45389, -6.20739], [3.07526, 2.02238, -3.66868], [4.27079, 3.46853, -5.31275], [-0.85289, -4.28335, -1.39480], [-0.89459, -3.00245, -1.75304], [0.31968, -2.30647, -2.24406], [0.28105, -1.13878, -2.56722], [1.57958, -3.08512, -2.32470], [1.61869, -4.36594, -1.96603], [0.40564, -5.06627, -1.47345], [0.44207, -6.23281, -1.14881], [-1.72497, -4.81270, -1.03260], [-1.79953, -2.41020, -1.70410], [2.44856, -2.55300, -2.68943], [2.52576, -4.95472, -2.01576]],
  "mulliken_charge": [-1.6660, 1.7686, -0.4026, -2.2157, 2.0957, -1.1636, -0.3119, 0.3973, -0.5590, -0.2164, 0.2608, -0.2872, 0.0667, -0.5553, 0.2931, 0.5272, 0.3812, -0.4540, 0.2850, 0.5435, 0.2712, 0.2907, 0.5797, 0.2187, -0.4536, -0.5413, 0.2636, -0.4588, 0.0135, -0.2413, 0.1128, -0.5466, 0.4154, 0.4418, 0.4343, 0.5544, -0.3376, -0.2589, 0.3202, -0.4757, -0.4104, -0.4705, 0.2150, -0.5425, 0.4920, 0.6052, 0.4353, 0.4158, -0.4060, -0.4226, 0.2656, -0.3496, -0.1306, -0.4545, 0.3166, -0.5489, 0.4049, 0.4112, 0.4868, 0.4299, -0.5017, -0.3032, 0.1941, -0.4556, -0.2576, -0.3938, 0.2681, -0.5592, 0.4472, 0.5110, 0.4836, 0.4347]
}

***

2.
{
  "formula": "C19H20BClInN2OSe2",
  "method": "wB97M-V/def2-TZVPD",
  "multiplicity": 2,
  "charge": -2,
  "total_energy_ev": -174118.441,
  "s_squared": 0.76,
  "homo_lumo_gap_ev": [4.78, 5.63],
  "e_homo_ev": [-0.711, -1.573],
  "symbols": ["In", "O", "N", "C", "C", "C", "C", "C", "H", "H", "H", "H", "H", "Cl", "C", "H", "H", "B", "C", "N", "H", "H", "H", "Se", "C", "C", "C", "C", "C", "C", "H", "H", "H", "H", "H", "Se", "C", "C", "C", "C", "C", "C", "H", "H", "H", "H", "H"],
  "xyz": [[0.24041, 0.96431, -0.02180], [-1.69823, -0.63219, -0.57599], [-2.18694, -1.75788, -0.27008], [-2.97947, -1.87866, 0.82889], [-3.49430, -3.10203, 1.19329], [-3.21662, -4.23754, 0.44552], [-2.40977, -4.09311, -0.67378], [-1.90559, -2.85876, -1.01733], [-3.13593, -0.95297, 1.36409], [-4.11667, -3.15642, 2.07610], [-3.60517, -5.20399, 0.73431], [-2.16166, -4.94233, -1.29601], [-1.27770, -2.66053, -1.87240], [-2.73353, 2.45222, -0.01530], [-0.99657, 2.88399, -0.04122], [-0.76686, 3.43551, 0.86496], [-0.79142, 3.44201, -0.94840], [5.37626, 1.10791, 0.02323], [3.79553, 1.25148, 0.06275], [2.64476, 1.34327, 0.10094], [5.74561, 1.21611, -1.13265], [5.65208, 0.00304, 0.46252], [5.86632, 1.98048, 0.71948], [-0.45380, 1.32477, 3.01106], [0.02004, 0.83728, 4.78689], [0.88173, 1.63672, 5.55290], [1.14039, 1.34950, 6.88653], [0.56347, 0.24276, 7.50012], [-0.26042, -0.58399, 6.74460], [-0.52038, -0.29756, 5.41059], [1.34091, 2.49569, 5.08002], [1.80382, 1.99583, 7.45200], [0.75063, 0.03022, 8.54649], [-0.70677, -1.46259, 7.20012], [-1.16060, -0.94909, 4.82850], [0.08380, 1.50670, -3.02576], [0.27537, 1.03017, -4.85290], [-0.39031, 1.77230, -5.84234], [-0.26120, 1.46285, -7.18894], [0.53381, 0.39691, -7.60053], [1.19423, -0.35216, -6.63340], [1.06803, -0.04377, -5.28506], [-1.01244, 2.60031, -5.52490], [-0.78767, 2.06116, -7.92615], [0.63861, 0.15917, -8.65300], [1.82049, -1.18586, -6.93550], [1.59372, -0.63120, -4.54246]],
  "nbo_charge": [1.0206, -0.4934, 0.1138, -0.0235, -0.2222, -0.2492, -0.2246, -0.0334, 0.2584, 0.2194, 0.2076, 0.2167, 0.2437, -0.1148, -0.8423, 0.2165, 0.2209, -0.5676, 0.3536, -0.6050, -0.0143, -0.0173, -0.0185, -0.4322, -0.1547, -0.2486, -0.2199, -0.2829, -0.2133, -0.2583, 0.2160, 0.1906, 0.1875, 0.1859, 0.2067, -0.4211, -0.1358, -0.2629, -0.2220, -0.2872, -0.2187, -0.2629, 0.2116, 0.1873, 0.1865, 0.1892, 0.2138]
}

***

3.
{
  "formula": "C5H4OS",
  "method": "wB97M-V/def2-TZVPD",
  "smiles": "C#CC(=O)C(C)=S",
  "de_lowest_kj_mol": 270.95,
  "total_energy_ev": -18129.144,
  "homo_lumo_gap_ev": 7.54,
  "e_homo_ev": -9.004,
  "symbols": ["C", "C", "C", "C", "C", "H", "H", "H", "H", "O", "S"],
  "xyz": [[2.06212, 0.74643, 0.25908], [0.72536, 0.00518, 0.06239], [-0.47536, 0.86616, -0.06989], [-1.73066, 0.21539, 0.09884], [-2.57164, -0.61234, 0.22488], [2.13168, 1.36794, -0.59183], [1.90895, 1.42575, 1.15930], [2.99217, 0.10444, 0.30186], [-3.53308, -1.12539, 0.06799], [-0.35882, 2.05166, -0.27074], [0.70700, -1.59443, -0.13895]],
  "nbo_charge": [-0.6636, -0.1686, 0.4101, -0.1199, -0.1066, 0.2409, 0.2353, 0.2412, 0.2497, -0.4654, 0.1467]
}

***

4.
{
  "formula": "C2H3OPS",
  "method": "wB97M-V/def2-TZVPD",
  "de_lowest_kj_mol": 230.94,
  "total_energy_ev": -24290.942,
  "homo_lumo_gap_ev": [7.41, 7.41],
  "e_homo_ev": [-8.910, -8.913],
  "symbols": ["C", "C", "O", "P", "S", "H", "H", "H"],
  "xyz": [[-0.89664, 1.38719, 0.14419], [-0.16383, 0.14386, 0.03332], [-1.36225, 3.97050, -1.05909], [-0.61975, 2.97289, -0.37071], [0.44722, 3.04744, 1.34908], [-0.50639, -0.50568, -0.74290], [0.97169, 0.50689, -0.12152], [-0.28756, -0.44931, 0.97239]],
  "nbo_charge": [-0.3399, -0.7403, -0.9705, 1.6370, -0.3297, 0.2634, 0.2383, 0.2417]
}

***

5.
{
  "formula": "C5H8N2",
  "method": "wB97M-V/def2-TZVPD",
  "de_lowest_kj_mol": 714.44,
  "total_energy_ev": -8287.592,
  "homo_lumo_gap_ev": 7.91,
  "e_homo_ev": -8.308,
  "symbols": ["C", "N", "C", "C", "C", "C", "N", "H", "H", "H", "H", "H", "H", "H", "H"],
  "xyz": [[-0.66931, 0.31626, -2.20186], [-0.35855, -0.19783, -0.88007], [0.81965, -1.04128, -0.63921], [0.55763, -1.37495, 0.70861], [-0.43449, -0.52494, 1.20077], [0.04993, 0.57871, 1.96277], [-1.10272, 0.07185, 0.10890], [0.27464, 0.58796, -2.67513], [-1.33741, 1.17258, -2.10451], [-1.14394, -0.47426, -2.78907], [1.33808, 0.37100, 0.11359], [1.28467, -1.87411, 1.33942], [0.95539, 0.96415, 0.89472], [0.81109, 0.39571, 2.72035], [-0.59919, 1.43117, 2.15355]],
  "nbo_charge": [-0.4115, -0.0953, -0.2125, -0.3322, -0.0070, -0.3916, -0.1024, 0.2376, 0.2204, 0.2258, 0.1641, 0.2256, 0.0167, 0.2305, 0.2318]
}

***

6.
{
  "formula": "C4H9N2O",
  "method": "wB97M-V/def2-TZVPD",
  "smiles": "O[C@@H]1[NH2+]C[C@]12CN2",
  "de_lowest_kj_mol": 417.73,
  "charge": 1,
  "total_energy_ev": -9311.686,
  "homo_lumo_gap_ev": 10.18,
  "e_homo_ev": -13.760,
  "symbols": ["C", "C", "C", "C", "N", "N", "O", "H", "H", "H", "H", "H", "H", "H", "H", "H"],
  "xyz": [[1.73496, -0.64795, -0.63864], [-0.19539, 1.30885, -0.34903], [-0.79430, -0.51276, 0.55361], [0.54957, -0.01102, -0.08839], [1.79812, 0.10732, 0.59439], [-1.45253, 0.77282, 0.12972], [-1.24583, -1.52739, -0.35420], [1.68846, -1.70994, -0.66385], [2.24639, -0.05817, -1.37995], [0.33401, 2.01983, 0.28436], [-0.12297, 1.74895, -1.33898], [-0.85713, -1.02386, 1.52646], [1.92637, -0.44047, 1.52580], [-1.90951, 1.52241, 0.78086], [-2.07203, 0.74942, -0.68318], [-1.62818, -2.29805, 0.10101]],
  "nbo_charge": [-0.2190, -0.2640, 0.2383, 0.0399, -0.5777, -0.5455, -0.6998, 0.2275, 0.2301, 0.2565, 0.2476, 0.2436, 0.3833, 0.4677, 0.4663, 0.5051]
}